Computed, not measured: a molecular structure, C8H12BMnN4O20S in a non-equilibrium geometry, with ωB97M-V/def2-TZVPD.

Summary:
* relative energy (zero: lowest compared OMol25 entry of this formula, charge and spin): 17.7 kcal/mol
* HOMO energy (alpha / beta): -5.28 / -5.31 eV
* <S²>: 8.754
* total charge: -1
* multiplicity: 6

Last column: Löwdin spin population.
Positions of all 47 atoms, in Å:
1 Mn -0.3505 1.3073 -0.7849  4.65
2 O 1.8002 -2.3876 6.7496  0.00
3 C 1.6208 -2.5293 5.5509  0.00
4 O 1.6718 -1.5907 4.6652  0.00
5 B 1.2824 -2.1452 3.3194  0.00
6 O 0.9254 -3.5622 3.5737  0.00
7 C 1.1698 -3.8203 4.7789  0.00
8 O 1.0236 -4.9473 5.2586  0.00
9 O 2.4230 -2.2830 2.3381  0.00
10 C 2.2563 -1.2910 1.4507  0.00
11 O 3.0375 -0.8929 0.6777  0.00
12 C 0.8266 -0.7226 1.6189  0.01
13 O 0.2599 -1.2969 2.5886  0.00
14 O 0.3278 0.1452 0.8803  0.03
15 S -1.1300 2.9120 -2.7230  0.01
16 O -0.8988 1.5094 -2.7141  0.07
17 O -2.4876 3.1541 -3.1959  0.01
18 O -0.8822 3.1700 -1.3041  0.07
19 O -0.2038 3.6323 -3.6156  0.01
20 C 0.8169 -1.1003 -3.8538  0.00
21 N 1.6667 -0.3563 -2.9521  0.01
22 O 1.2167 0.0320 -1.8718  0.02
23 O 2.8482 -0.3447 -3.2168  0.01
24 H 1.3847 -1.1341 -4.7836  0.00
25 H -0.2020 -0.7514 -4.0223  0.00
26 H 0.8894 -2.1331 -3.5130  0.00
27 C -3.5119 -2.0778 -0.9911  0.00
28 N -2.0259 -1.7486 -1.2710  0.00
29 O -1.5859 -0.6614 -0.9087  0.02
30 O -1.2962 -2.5801 -1.7981  0.00
31 H -3.9196 -1.0860 -0.7961  0.00
32 H -3.4297 -2.7150 -0.1106  0.00
33 H -3.8434 -2.5882 -1.8954  0.00
34 C -4.2902 2.8309 0.5797  0.00
35 N -3.2327 1.8650 1.0827  0.01
36 O -2.3258 1.4389 0.3448  0.01
37 O -3.1818 1.5684 2.2911  0.02
38 H -5.2356 2.3191 0.7601  0.00
39 H -4.2220 2.9817 -0.4976  0.00
40 H -4.1152 3.7204 1.1850  0.00
41 C 4.1266 1.9473 -0.7604  0.00
42 N 2.8705 2.2071 0.0344  0.01
43 O 1.7723 2.2095 -0.5723  0.02
44 O 2.7868 2.1209 1.1832  0.01
45 H 5.0365 2.0793 -0.1749  0.00
46 H 4.1584 2.7013 -1.5469  0.00
47 H 4.1715 0.8939 -1.0372  0.00


Computed, not measured: a molecular structure, C8H12Br2NO5PV in a non-equilibrium geometry, with ωB97M-V/def2-TZVPD.

Summary:
* HOMO energy: -11.96 eV
* total charge: +1

Last column: natural (NBO) charge in e.
Positions of all 30 atoms, in Å:
1 C 3.2888 1.5199 -0.5055  -0.69
2 C 2.0627 0.4206 -0.7032  -0.01
3 Br 1.7715 -0.4625 -2.4739  0.16
4 C 1.1755 0.1236 0.4540  -0.05
5 Br 1.5802 1.1576 2.1641  0.14
6 C -0.0962 -0.9109 0.4757  -0.47
7 P -1.7946 -0.3208 -0.1821  1.33
8 C -1.7098 1.5070 -0.7739  -1.02
9 O -2.9866 -0.2962 1.1320  -0.93
10 C -0.1805 -1.2762 2.1057  -0.24
11 N -1.0260 -2.5524 2.2021  -0.65
12 C -1.1280 -3.1819 0.8292  0.63
13 O -1.9851 -4.1448 0.4613  -0.54
14 C 0.0790 -2.4502 -0.0680  0.01
15 O 1.3889 -3.1174 0.0119  -0.70
16 H 2.8437 2.5868 -0.2620  0.27
17 H 4.0194 1.5852 -1.4184  0.26
18 H 3.9668 1.2232 0.4305  0.27
19 H -1.2484 2.2357 0.0507  0.28
20 H -1.1526 1.6122 -1.8169  0.24
21 H -2.8145 1.9102 -0.9742  0.28
22 H -2.8611 0.5697 1.6591  0.50
23 H 0.8257 -1.6479 2.6153  0.27
24 H -0.8240 -0.4638 2.6492  0.23
25 H -1.9036 -2.4778 2.7731  0.43
26 H -0.4045 -2.5297 -1.1538  0.22
27 H 1.4728 -3.6495 -0.8425  0.50
28 O -1.7176 4.5939 -4.4151  -0.74
29 V -0.7865 4.3434 -2.9465  1.84
30 O 0.1445 4.0930 -1.4781  -0.83


Computed, not measured: a single C8H12Cl2N2O molecule in a non-equilibrium geometry, with ωB97M-V/def2-TZVPD.

Summary:
* relative energy (zero: lowest compared OMol25 entry of this formula, charge and spin): 75.2 kcal/mol
* HOMO energy: -7.63 eV

Last column: natural (NBO) charge in e.
Positions of all 25 atoms, in Å:
1 C 1.2047 1.2669 0.4524  0.56
2 C -1.6178 -2.8012 1.6740  -0.26
3 C -1.5318 -1.7738 0.7917  -0.30
4 C 0.2198 1.1535 -0.7758  0.04
5 C -0.3528 -1.1358 0.1538  0.49
6 C -0.7306 2.3694 -0.6147  -0.63
7 C 1.0460 1.1294 -2.1267  -0.62
8 C 0.9725 -1.7033 0.4669  -0.70
9 N 0.7058 0.7191 1.5336  -0.70
10 N -0.5558 -0.0551 -0.6088  -0.33
11 O 2.2427 1.9564 0.3554  -0.70
12 Cl 1.7119 0.9400 2.8627  0.08
13 Cl -2.0410 -0.0141 -1.3757  0.21
14 H -2.6450 -3.2625 1.9120  0.22
15 H -0.9081 -3.5563 1.8278  0.20
16 H -2.5352 -1.1367 0.7772  0.25
17 H -1.2447 2.5492 -1.4838  0.20
18 H -0.1080 3.2215 -0.4766  0.25
19 H -1.5077 2.4932 0.1771  0.24
20 H 1.5269 2.1439 -2.1672  0.26
21 H 0.3221 1.0044 -3.0114  0.21
22 H 1.8435 0.2341 -2.0082  0.23
23 H 1.9852 -1.3365 -0.0775  0.27
24 H 0.8872 -2.7387 0.1783  0.23
25 H 1.1101 -1.6668 1.5635  0.29


Computed, not measured: a molecular structure, C8H12ClMgN in a non-equilibrium geometry, with ωB97M-V/def2-TZVPD.

Summary:
* HOMO energy (alpha / beta): 2.67 / -0.02 eV
* total charge: -2

Last column: natural (NBO) charge in e.
Positions of all 23 atoms, in Å:
1 C -0.4727 0.6915 -1.5114  -0.58
2 C 0.9503 0.8624 -1.3224  -0.42
3 C 1.1358 1.8526 -0.3293  -0.35
4 C -0.1431 2.3549 0.0558  -0.37
5 C -1.1360 1.6491 -0.6690  -0.28
6 Mg -0.3210 -0.7977 0.2588  1.43
7 N -3.8110 0.0179 0.0413  -1.11
8 C 0.5385 -2.4156 -0.3721  -1.19
9 C 1.8142 -1.8833 -0.3827  -0.40
10 H 2.1003 2.2114 0.0314  0.19
11 H 1.7421 0.3703 -1.8962  0.19
12 H -0.3185 3.1639 0.7700  0.19
13 H -2.2118 1.8426 -0.6500  0.26
14 H -0.9388 0.1174 -2.3167  0.22
15 H 2.2058 -1.5536 -1.3301  0.20
16 H 0.3379 -3.2072 0.3889  0.25
17 H -3.9202 -1.0220 0.1183  0.20
18 H 2.5106 -1.9587 0.4560  0.22
19 H 0.1277 -2.6311 -1.3623  0.25
20 Cl 0.8683 -1.0309 2.8177  -0.20
21 C -0.2423 0.1167 2.1965  -1.09
22 H -1.1019 0.1796 2.8625  0.19
23 H 0.2857 1.0699 2.1449  0.19